A cluster of 3 separate species, C8H11B3ClF3O10 in total at a distorted geometry, computed with ωB97M-V with the def2-TZVPD basis set.

Atoms and positions in Å:
F: 6.1873 1.5522 -1.4572
C: 5.4742 2.6979 -1.5524
F: 6.2429 3.6229 -2.0979
F: 5.1975 3.0716 -0.2764
O: 4.3673 2.5594 -2.3012
C: 3.4119 1.5980 -1.8248
B: 1.9491 2.1699 -1.8693
O: 0.8666 1.3687 -1.5274
B: 0.1697 1.9464 -0.4659
O: -0.1766 3.2928 -0.6188
B: 0.8452 4.0542 -1.1567
Cl: 1.1531 5.6799 -0.5694
O: 1.6847 3.5151 -2.1223
H: 3.4898 0.6787 -2.4179
H: 3.6208 1.3113 -0.7828
H: 0.0157 1.3853 0.5611
O: -2.0045 -0.3214 -0.0731
C: -2.7544 -0.0139 0.8004
O: -3.9361 -0.6178 1.0444
C: -4.4421 -0.1365 2.2966
C: -3.7407 1.2034 2.4272
O: -2.5373 0.9837 1.6811
H: -5.5248 -0.0642 2.2528
H: -4.1530 -0.8373 3.0807
H: -4.2976 2.0150 1.9572
H: -3.4955 1.4742 3.4498
O: 0.3626 -5.6855 2.2341
C: -0.1333 -5.1240 1.3128
O: -0.0283 -3.7969 1.0671
C: -0.5608 -3.5287 -0.2356
C: -1.4975 -4.7031 -0.4416
O: -0.8891 -5.7212 0.3596
H: -1.0606 -2.5650 -0.2483
H: 0.2593 -3.5233 -0.9557
H: -2.4996 -4.5070 -0.0562
H: -1.5657 -5.0345 -1.4739

* HOMO level: -10.9 eV
* gap between HOMO and LUMO: 11.2 eV
* energy relative to the best compared isomer or geometry (same formula, charge and spin): 0.0 kJ/mol
* structure (SMILES): FC(F)(F)OCB1OBOB(Cl)O1.O=C1OCCO1.O=C1OCCO1

A cluster of 2 separate species, C8H11Cl2NSi in total at a distorted geometry, computed with ωB97M-V with the def2-TZVPD basis set.

Atoms and positions in Å:
C: -0.3523 2.8145 -0.6854
C: -0.9849 2.1656 -1.7798
C: -0.7704 2.5107 0.5657
C: -2.0706 1.3010 -1.5682
C: -1.7487 1.5083 0.7366
C: -2.3685 0.8882 -0.2972
C: 1.3628 -0.9807 0.4509
C: 0.6085 -1.3949 1.7530
N: -0.3343 -2.3675 1.6798
Si: -3.5416 -0.5667 -0.1010
Cl: -4.9830 -0.0867 1.2447
Cl: -4.3083 -1.5427 -1.7344
H: 0.3302 3.6405 -0.8630
H: -0.7267 2.5704 -2.7611
H: -0.2354 2.9279 1.5298
H: -2.5029 0.8662 -2.4512
H: -2.0954 1.4268 1.7320
H: 1.9748 -1.8567 0.2060
H: 0.4533 -0.8812 -0.2176
H: 1.9220 -0.1052 0.6928
H: 1.3793 -1.6314 2.5106
H: 0.2397 -0.3329 2.0774
H: 0.0109 -3.2639 1.7761

* HOMO level (alpha / beta): -7.2 / -9.5 eV
* gap between HOMO and LUMO (alpha / beta): 6.7 / 8.9 eV
* energy relative to the best compared isomer or geometry (same formula, charge and spin): 389.7 kJ/mol

A cluster of 2 separate species, C8H11Cl3N2O in total at a distorted geometry, computed with ωB97M-V with the def2-TZVPD basis set.

Atoms and positions in Å:
C: 0.3027 -1.0225 0.4833
C: 1.4337 -1.7322 -0.1915
C: 2.5477 -0.6725 -0.3012
C: 2.0826 0.5334 -1.1185
C: 0.9430 1.1610 -0.3225
C: -0.2784 0.1878 -0.1123
C: -1.2884 0.5599 0.9721
C: -3.2401 0.0501 -0.3235
N: -0.2026 -1.3711 1.5983
N: -1.0654 -0.3354 1.9500
O: -1.6720 1.7627 1.4132
Cl: -4.5216 1.1767 0.0478
Cl: -2.9603 0.0749 -2.0970
Cl: -3.6564 -1.5910 0.1903
H: 1.7734 -2.5850 0.3978
H: 1.0654 -2.2156 -1.1152
H: 2.8261 -0.3071 0.5970
H: 3.3640 -1.0927 -0.7845
H: 2.9545 1.1987 -1.3460
H: 1.6233 0.4660 -2.1866
H: 1.4119 1.5728 0.5953
H: 0.7007 2.1423 -0.7558
H: -0.7784 0.2787 -0.9758
H: -1.6647 -0.6210 2.7779
H: -1.7008 2.3811 0.6073

* HOMO level: -7.7 eV
* gap between HOMO and LUMO: 8.1 eV
* energy relative to the best compared isomer or geometry (same formula, charge and spin): 207.5 kJ/mol

A cluster of 3 separate species, C8H11ClF8NO2 in total at a distorted geometry, computed with ωB97M-V with the def2-TZVPD basis set.

Atoms and positions in Å:
Cl: 0.7311 3.0034 -1.3148
C: 0.6541 -3.6469 -0.3234
C: 1.5292 -4.7499 0.4041
C: 3.0509 -4.3652 0.1365
F: 3.8589 -5.2927 0.6303
F: 3.2501 -4.3470 -1.2102
F: 1.3747 -4.8409 1.7632
F: 1.0641 -5.9173 -0.0725
O: 1.1951 -2.3919 0.2073
C: 0.7950 -1.2229 -0.4410
C: 1.1980 -0.0193 0.3616
F: 0.6326 -0.2262 1.6073
F: 2.5469 -0.0477 0.5609
F: 1.3001 -1.2430 -1.7250
F: -0.5173 -1.2444 -0.5690
H: -0.3928 -3.6650 -0.0922
H: 0.8166 -3.6739 -1.4456
H: 3.3227 -3.4476 0.5381
H: 0.9889 0.9639 -0.1766
C: -1.7276 5.7006 -0.0387
C: -2.6174 4.4945 0.2927
O: -3.6541 4.5408 0.9904
N: -2.2546 3.3319 -0.2696
C: -2.7615 2.0681 0.2719
H: -2.3352 6.5816 -0.5149
H: -0.8880 5.3235 -0.6961
H: -1.1557 5.9284 0.8326
H: -1.4047 3.1949 -0.8227
H: -2.7224 1.3539 -0.5785
H: -3.7658 2.1640 0.6235
H: -2.1119 1.6926 1.0706

* HOMO level: -5.3 eV
* total charge: -1
* gap between HOMO and LUMO: 8.0 eV

A structure of composition C8H11ClF9FeOY at a distorted geometry, computed with ωB97M-V with the def2-TZVPD basis set.

Atoms and positions in Å:
Fe: 0.6384 0.0491 -2.6630
Cl: 1.4101 -1.6643 -1.4811
C: 2.2127 1.1690 -3.0322
C: -0.4136 -0.8832 -4.0565
H: 2.1679 1.5441 -4.0592
H: 2.2917 2.0072 -2.3329
H: 3.0837 0.5133 -2.9263
H: -0.3459 -0.3713 -5.0207
H: -1.4563 -0.9373 -3.7294
H: -0.0031 -1.8941 -4.1501
Y: 0.0141 -0.0968 0.3047
C: -1.9260 -1.1068 0.8795
C: -0.5919 1.1597 -1.7101
H: -2.7588 -0.6940 0.2734
H: -1.7311 -2.1317 0.5271
H: -2.1372 -1.0891 1.9456
H: -1.6793 1.1930 -2.0392
H: -0.4770 2.2709 -1.5237
F: 2.1073 -1.3578 3.5355
C: 1.7475 -0.1296 4.0282
F: 2.0534 -0.0724 5.3329
F: 2.4921 0.7890 3.3461
C: 0.2080 0.1180 3.6881
O: 0.1595 0.0457 2.3158
C: -0.6587 -1.0286 4.3027
F: -0.4428 -1.1349 5.6380
F: -1.9912 -0.8121 4.0978
F: -0.3597 -2.2098 3.6888
C: -0.4380 1.5196 4.0269
F: -0.4961 1.7756 5.3487
F: 0.2462 2.5091 3.3944
F: -1.7006 1.5525 3.4995

* 2S+1: 6
* HOMO level (alpha / beta): -3.2 / -4.5 eV
* total charge: -1
* ⟨S²⟩: 8.777
* gap between HOMO and LUMO (alpha / beta): 6.0 / 7.2 eV
* energy relative to the best compared isomer or geometry (same formula, charge and spin): 9.5 kJ/mol

The molecule C8H11FO2 at a distorted geometry, computed with ωB97M-V with the def2-TZVPD basis set.

Atoms and positions in Å:
C: -2.6567 0.1826 -2.2065
O: -1.2518 0.4610 -2.3312
C: -0.5584 0.3880 -1.1514
C: -1.0245 0.0108 0.0431
C: 0.0258 -0.0379 1.2759
F: -0.5797 0.3150 2.4190
O: 0.4359 -1.3920 1.3618
C: 1.4886 -1.6383 2.2405
C: 1.1230 0.9126 1.0087
C: 1.5103 1.2203 -0.1810
C: 0.9096 0.5565 -1.3625
H: -3.1661 0.9769 -2.8240
H: -2.8883 0.2776 -1.1976
H: -2.9657 -0.7995 -2.6879
H: -1.9208 -0.4763 0.2204
H: 1.7756 -2.7764 2.1465
H: 1.0685 -1.3560 3.3492
H: 2.3092 -1.0424 1.9588
H: 1.4868 1.5345 1.9408
H: 2.4555 1.9072 -0.2808
H: 1.0371 1.1929 -2.1760
H: 1.3859 -0.4170 -1.5658

* HOMO level: -8.9 eV
* gap between HOMO and LUMO: 9.8 eV
* energy relative to the best compared isomer or geometry (same formula, charge and spin): 15.0 kJ/mol
* structure (SMILES): COC1=C[C@@](F)(OC)C=CC1

A structure of composition C8H11FP2 at a distorted geometry, computed with ωB97M-V with the def2-TZVPD basis set.

Atoms and positions in Å:
C: 1.3747 -2.6784 1.1879
C: 0.1624 -2.8111 0.4146
C: 1.8049 -1.4137 1.4710
C: -0.4918 -1.7011 -0.0773
C: 1.2670 -0.2788 0.7907
C: 0.1519 -0.4245 0.0149
C: -1.7127 1.7013 0.3842
C: -0.3225 0.8119 -0.6601
F: -2.8203 2.2198 -0.1813
P: 0.9505 2.1471 -0.9074
P: -1.2031 0.3541 -2.2471
H: 1.9277 -3.5225 1.7009
H: -0.2642 -3.8331 0.3506
H: 2.7105 -1.2604 2.1434
H: -1.5256 -1.7755 -0.4436
H: 1.6894 0.6708 0.8837
H: -1.2100 2.5416 0.9804
H: -1.9656 0.9968 1.2223
H: 0.6217 2.8763 0.1682
H: 0.4224 3.0832 -1.7742
H: -0.6492 1.4276 -2.9310
H: -0.0497 -0.4965 -2.5294

* HOMO level: -8.8 eV
* gap between HOMO and LUMO: 9.5 eV
* energy relative to the best compared isomer or geometry (same formula, charge and spin): 59.3 kJ/mol

A cluster of 2 separate species, C8H11IN3 in total at a distorted geometry, computed with ωB97M-V with the def2-TZVPD basis set.

Atoms and positions in Å:
C: -1.6756 -3.5090 -0.6654
C: -1.0103 -2.9366 -1.7842
C: -1.4900 -2.7562 0.5934
C: -0.3589 -1.7061 -1.6911
C: -0.8266 -1.5855 0.6322
C: -0.2637 -1.1327 -0.5220
C: 0.7859 2.7148 0.7810
C: 0.9651 0.5221 -0.3538
N: -0.0611 3.5447 1.4214
N: 2.0221 2.9483 0.4372
N: 0.2898 1.5607 0.2644
I: 2.6459 -0.4177 0.8387
H: -2.0986 -4.5055 -0.6598
H: -1.2786 -3.2464 -2.8410
H: -1.8299 -3.1455 1.5058
H: -0.1313 -1.2687 -2.6536
H: -0.6791 -1.0703 1.5679
H: 1.2828 0.9558 -1.2756
H: 0.3574 4.4226 1.6799
H: -1.0531 3.4657 1.3022
H: 2.6350 3.6602 0.8760
H: 2.3738 2.2382 -0.1599
H: -0.6010 1.2473 0.7063

* 2S+1: 3
* HOMO level (alpha / beta): -9.2 / -12.7 eV
* total charge: +1
* ⟨S²⟩: 2.009
* gap between HOMO and LUMO (alpha / beta): 6.4 / 6.0 eV
* energy relative to the best compared isomer or geometry (same formula, charge and spin): 0.0 kJ/mol

A structure of composition C8H11MgNPS at a distorted geometry, computed with ωB97M-V with the def2-TZVPD basis set.

Atoms and positions in Å:
C: -0.6740 -1.1384 -2.4280
C: 0.6854 -0.8272 -2.6820
C: 0.8399 0.5809 -2.6262
C: -0.4253 1.1589 -2.3326
C: -1.3783 0.1143 -2.2068
Mg: -0.1843 -0.3662 -0.1872
P: -0.0680 -2.4183 1.0559
H: -1.1491 -2.0994 -2.5567
H: 1.4424 -1.5487 -2.9537
H: 1.7811 1.1279 -2.7426
H: -2.4577 0.2183 -2.1506
H: -0.6550 2.2103 -2.3025
H: 0.8548 -2.4709 2.1411
H: 0.1224 -3.6876 0.4545
H: -1.2952 -2.6284 1.7552
S: 1.4298 1.4464 3.6681
C: -0.1245 2.1715 3.2647
C: -0.5801 1.7737 2.0396
N: 0.3242 0.8994 1.4155
C: 1.4414 0.6351 2.1386
H: -0.6536 2.8467 3.9162
H: -1.5068 2.0405 1.5141
H: 2.2305 -0.0386 1.8056

* HOMO level (alpha / beta): -1.1 / 0.1 eV
* total charge: -1
* gap between HOMO and LUMO (alpha / beta): 4.2 / 3.0 eV

A structure of composition C8H11N at a distorted geometry, computed with ωB97M-V with the def2-TZVPD basis set.

Atoms and positions in Å:
C: 0.3087 -0.0762 -1.7484
C: -0.5692 1.0835 -1.8070
C: -0.6563 1.6226 -0.6808
C: -0.2734 0.9114 0.5292
C: -0.0176 0.8166 2.0685
C: -0.1433 -0.7385 1.6470
C: 0.5931 -1.4717 0.7505
C: 0.5560 -1.2291 -0.6947
H: 0.2499 -1.0339 -2.6901
H: 1.5738 0.1553 -2.0546
H: -0.6569 1.4118 -2.7426
H: -1.0712 2.7323 -0.7765
H: 0.7369 0.6192 0.2033
H: -0.8225 0.8096 2.8375
H: 0.9768 1.5296 2.5835
H: -0.5613 -1.2271 2.4727
H: -1.0251 -0.7059 -0.2952
H: 1.0314 -2.5948 0.8072
H: 1.0203 -2.3571 -0.9974
N: -1.2501 -0.2579 0.5879

* HOMO level: -8.0 eV
* gap between HOMO and LUMO: 8.6 eV
* energy relative to the best compared isomer or geometry (same formula, charge and spin): 939.4 kJ/mol